Record 1
{"formula": "C43H118N6O13", "method": "ωB97M-V/def2-TZVPD", "gap_ha": 0.327, "e_lumo_ev": 0.2, "de_lowest_kj_mol": 344.0, "largest_force_ev_per_a": 3.50, "total_charge": 0, "multiplicity": 1, "energy_ev": -82056.4512, "species": ["C", "C", "C", "O", "H", "H", "H", "H", "H", "H", "H", "H", "C", "C", "C", "O", "H", "H", "H", "H", "H", "H", "H", "H", "C", "C", "C", "O", "H", "H", "H", "H", "H", "H", "H", "H", "C", "C", "C", "O", "H", "H", "H", "H", "H", "H", "H", "H", "C", "C", "C", "O", "H", "H", "H", "H", "H", "H", "H", "H", "C", "C", "C", "O", "C", "N", "H", "H", "H", "H", "H", "H", "H", "H", "H", "H", "H", "C", "C", "C", "O", "C", "N", "H", "H", "H", "H", "H", "H", "H", "H", "H", "H", "H", "C", "C", "C", "O", "C", "N", "H", "H", "H", "H", "H", "H", "H", "H", "H", "H", "H", "C", "C", "C", "O", "C", "N", "H", "H", "H", "H", "H", "H", "H", "H", "H", "H", "H", "C", "C", "C", "O", "C", "N", "H", "H", "H", "H", "H", "H", "H", "H", "H", "H", "H", "C", "C", "C", "O", "C", "N", "H", "H", "H", "H", "H", "H", "H", "H", "H", "H", "H", "C", "C", "O", "H", "H", "H", "H", "H", "H", "C", "C", "O", "H", "H", "H", "H", "H", "H"], "coordinates": [[-3.679, -2.745, 3.635], [-2.642, -1.603, 3.640], [-2.679, -0.657, 2.483], [-2.809, -0.993, 4.909], [-3.552, -3.408, 2.780], [-4.749, -2.534, 3.647], [-3.461, -3.468, 4.422], [-1.660, -2.036, 3.832], [-3.584, -0.056, 2.570], [-2.733, -1.140, 1.507], [-1.856, 0.052, 2.576], [-1.975, -0.603, 5.180], [-1.737, -0.738, -4.338], [-0.861, -0.045, -5.342], [0.339, 0.789, -4.842], [-0.289, -0.947, -6.156], [-2.570, -1.230, -4.840], [-2.136, -0.013, -3.628], [-1.167, -1.426, -3.712], [-1.497, 0.626, -5.921], [0.699, 1.361, -5.697], [1.133, 0.144, -4.468], [0.029, 1.422, -4.010], [-0.799, -1.760, -6.150], [1.130, -1.269, -1.292], [0.628, -0.654, -0.008], [-0.427, 0.331, -0.286], [0.155, -1.678, 0.848], [0.338, -1.812, -1.808], [1.994, -1.905, -1.095], [1.420, -0.534, -2.042], [1.530, -0.196, 0.398], [-0.076, 1.100, -0.973], [-0.731, 0.788, 0.656], [-1.390, -0.091, -0.577], [0.410, -1.428, 1.740], [4.034, 0.264, -3.851], [4.799, 0.060, -2.509], [6.012, -0.889, -2.581], [5.194, 1.344, -2.047], [3.669, -0.699, -4.208], [4.714, 0.674, -4.598], [3.189, 0.923, -3.653], [4.070, -0.376, -1.826], [6.804, -0.501, -3.222], [5.649, -1.823, -3.009], [6.515, -1.102, -1.639], [4.498, 2.000, -2.135], [0.365, -4.813, -3.675], [0.360, -4.209, -5.078], [0.672, -5.303, -6.125], [-1.001, -3.768, -5.392], [-0.087, -5.804, -3.723], [-0.065, -4.114, -2.958], [1.420, -4.918, -3.425], [1.021, -3.348, -5.173], [0.698, -4.864, -7.122], [-0.109, -6.060, -6.054], [1.663, -5.745, -6.030], [-1.590, -4.525, -5.363], [-0.406, -6.502, 0.322], [-1.023, -5.423, 1.264], [0.019, -4.955, 2.309], [0.357, -6.075, 3.157], [1.255, -5.628, 4.134], [-1.433, -4.276, 0.442], [0.129, -6.060, -0.518], [-1.135, -7.123, -0.199], [0.270, -7.161, 0.868], [-1.952, -5.779, 1.709], [-0.448, -4.204, 2.947], [0.885, -4.439, 1.892], [1.448, -6.453, 4.819], [0.883, -4.844, 4.794], [2.225, -5.350, 3.720], [-0.661, -3.970, -0.133], [-1.697, -3.435, 0.933], [3.154, -1.848, 2.733], [2.064, -1.757, 3.803], [2.630, -1.518, 5.243], [1.562, -1.674, 6.216], [2.068, -1.547, 7.540], [1.054, -0.815, 3.361], [2.664, -2.015, 1.774], [3.831, -2.671, 2.960], [3.724, -0.920, 2.690], [1.534, -2.701, 3.927], [3.060, -0.531, 5.409], [3.440, -2.220, 5.446], [2.825, -2.305, 7.742], [1.297, -1.608, 8.307], [2.603, -0.611, 7.700], [1.605, 0.032, 3.347], [0.538, -0.730, 4.225], [-0.003, 3.998, 1.647], [0.401, 4.189, 0.167], [-0.039, 5.614, -0.335], [-1.430, 5.698, -0.013], [-1.953, 6.931, -0.361], [1.826, 3.840, 0.119], [0.425, 4.785, 2.267], [0.304, 3.004, 1.972], [-1.081, 3.958, 1.806], [-0.153, 3.506, -0.477], [0.214, 5.698, -1.392], [0.618, 6.370, 0.096], [-1.926, 7.093, -1.438], [-1.385, 7.748, 0.084], [-3.016, 7.002, -0.131], [2.327, 4.498, 0.698], [1.955, 3.026, 0.703], [3.977, 4.207, 4.888], [3.897, 3.542, 3.520], [2.839, 2.381, 3.370], [2.664, 2.024, 1.984], [3.793, 1.515, 1.227], [3.641, 4.656, 2.578], [4.890, 4.763, 5.101], [3.834, 3.457, 5.666], [3.210, 4.978, 4.971], [4.903, 3.135, 3.418], [1.860, 2.637, 3.773], [3.075, 1.544, 4.027], [4.039, 2.174, 0.394], [3.509, 0.521, 0.882], [4.738, 1.325, 1.737], [4.529, 5.136, 2.550], [3.068, 5.301, 3.102], [-5.526, 4.452, 3.164], [-4.163, 4.242, 2.395], [-4.367, 3.852, 0.879], [-4.956, 2.517, 0.819], [-4.629, 1.803, -0.355], [-3.467, 5.502, 2.470], [-6.140, 5.098, 2.537], [-5.509, 5.047, 4.077], [-6.057, 3.534, 3.418], [-3.504, 3.551, 2.922], [-3.415, 3.740, 0.361], [-4.879, 4.667, 0.368], [-3.563, 1.606, -0.471], [-5.032, 2.328, -1.221], [-5.140, 0.842, -0.293], [-3.200, 5.654, 3.432], [-2.601, 5.428, 1.956], [-1.951, 3.239, -2.856], [-2.175, 3.745, -4.277], [-2.906, 5.104, -4.315], [-4.265, 4.954, -3.830], [-4.607, 5.392, -2.538], [-0.977, 3.713, -5.087], [-1.549, 4.043, -2.239], [-1.257, 2.434, -2.611], [-2.929, 3.005, -2.436], [-2.809, 2.982, -4.729], [-2.959, 5.364, -5.372], [-2.424, 5.970, -3.862], [-3.929, 5.051, -1.756], [-5.647, 5.215, -2.262], [-4.405, 6.461, -2.597], [-1.274, 3.882, -6.038], [-0.685, 2.749, -5.163], [-3.732, -2.673, -1.927], [-3.823, -4.216, -2.157], [-3.984, -4.787, -0.898], [-3.662, -2.123, -2.865], [-2.869, -2.439, -1.304], [-4.637, -2.425, -1.372], [-2.929, -4.541, -2.688], [-4.628, -4.441, -2.856], [-3.224, -4.635, -0.331], [3.010, -4.946, -0.506], [4.408, -4.592, -0.727], [4.750, -3.828, 0.410], [2.640, -5.524, -1.352], [2.374, -4.061, -0.510], [2.867, -5.500, 0.422], [4.553, -3.990, -1.624], [5.048, -5.474, -0.717], [5.574, -4.159, 0.776]], "atomic_forces_ev_per_a": [[0.680, -1.016, -0.658], [-0.297, -1.700, 1.198], [-0.597, 0.698, 0.233], [-0.736, 1.258, 0.696], [0.129, 0.287, -0.619], [0.192, 0.709, 0.190], [-0.064, 0.438, 0.540], [0.319, -0.667, -1.305], [-0.211, 0.053, 0.018], [0.429, -0.077, 0.072], [0.197, -0.117, -0.390], [-0.036, 0.120, 0.003], [0.081, 0.723, 1.109], [0.104, 1.659, 1.292], [-0.926, -0.354, 0.629], [1.208, -2.318, -2.332], [0.092, -0.174, 0.087], [-0.303, 0.166, -0.034], [0.008, -0.362, -0.260], [-0.344, 0.382, -0.162], [0.233, 0.105, 0.228], [-0.074, -0.151, -0.171], [0.209, 0.270, -0.115], [-0.077, -0.384, -0.135], [-0.036, -0.377, -0.658], [0.818, -0.976, -0.824], [-1.103, 1.334, 0.843], [0.030, -0.441, -0.751], [-0.106, -0.459, 0.200], [-0.077, -0.212, -0.110], [0.221, 0.372, 0.238], [-0.153, 0.422, 0.584], [-0.206, 0.053, -0.063], [0.280, 0.519, 0.149], [0.242, -0.440, -0.712], [-0.035, 0.252, 0.884], [0.911, -0.772, 0.798], [-0.436, 0.297, -0.755], [-0.297, 0.503, -0.381], [0.928, -0.114, 0.540], [-0.171, 0.009, -0.104], [-0.142, 0.179, -0.028], [0.022, 0.062, -0.229], [-0.057, -0.101, 0.373], [-0.176, 0.161, -0.277], [0.128, -0.127, 0.029], [-0.473, 0.122, 0.269], [-0.293, -0.191, -0.137], [1.026, 0.707, -0.706], [-1.463, -1.394, -0.532], [0.593, 0.906, 0.012], [0.829, 0.799, 0.091], [-0.243, 0.136, 0.423], [-0.304, -0.306, 0.053], [0.069, -0.305, 0.321], [-0.266, 0.092, 0.005], [-0.413, 0.019, -0.046], [0.149, -0.158, -0.136], [-0.042, -0.210, 0.455], [0.035, -0.167, 0.042], [-0.394, 0.138, 0.132], [1.014, 0.501, -0.895], [-1.413, -1.107, 0.637], [0.198, 1.225, -0.592], [0.429, -1.021, 0.873], [-0.174, -0.154, -0.670], [0.353, 0.417, 0.231], [-0.387, 0.012, 0.387], [-0.042, 0.065, 0.032], [0.357, -0.288, 0.501], [-0.295, 0.268, 0.146], [0.340, -0.397, -0.469], [0.004, -0.254, -0.123], [-0.320, 0.465, -0.297], [0.090, 0.307, -0.236], [0.193, -0.001, -0.159], [0.017, -0.057, 0.624], [-0.367, -0.300, 0.719], [0.876, -1.198, 0.759], [-0.932, 0.073, -0.043], [0.594, 0.080, -0.324], [0.502, -0.001, -0.045], [0.607, 0.390, 1.194], [0.223, -0.092, -0.068], [0.062, 0.033, -0.232], [0.061, 0.063, -0.024], [0.195, -0.389, -0.295], [0.072, 0.422, -0.342], [-0.018, -0.372, 0.003], [-0.056, -0.407, -0.005], [-0.281, -0.139, -0.473], [-0.113, 0.444, -0.223], [-0.340, 0.913, -0.594], [-1.036, 0.422, 0.014], [-1.122, -0.394, -0.516], [-0.332, 0.337, 0.979], [1.046, -1.996, 0.462], [1.161, -0.266, -0.113], [-0.545, 0.982, -0.864], [-0.173, 0.969, -1.235], [0.116, -0.067, 0.098], [0.433, 0.104, 0.101], [-0.166, 0.394, -0.060], [-0.029, -0.264, 0.142], [-0.678, -0.113, -0.471], [-0.422, 0.452, 0.781], [0.288, -0.059, -0.403], [-0.111, 0.165, 0.299], [0.136, -0.187, 0.588], [0.286, 0.496, -0.066], [-0.330, -0.235, -0.307], [-0.741, -0.596, 0.890], [-0.410, 0.364, 0.583], [0.799, 1.016, -0.540], [0.922, -0.704, 1.288], [-0.202, -0.385, 0.187], [0.599, -0.749, -0.220], [0.322, -0.364, -0.360], [0.033, 0.159, 0.397], [-0.416, -0.255, 0.260], [-0.086, -0.229, -0.887], [-0.212, 0.642, -0.497], [0.775, -0.428, -0.241], [-0.361, 0.032, 0.028], [-0.131, 0.134, -0.401], [-0.157, 0.420, 0.775], [0.222, 0.292, -0.493], [-0.436, 0.180, -0.209], [0.244, -0.138, -0.843], [-1.070, -0.004, 0.315], [0.613, -1.479, 1.477], [0.075, 1.290, 0.305], [-0.738, 0.068, 0.151], [0.276, 1.085, -0.523], [-0.252, -0.298, -0.343], [0.914, -0.148, 0.222], [0.063, -0.071, -0.353], [-0.512, -1.034, -0.268], [0.504, 0.368, 0.240], [-0.734, -0.243, -0.033], [0.255, 0.227, 0.046], [0.202, 0.023, -0.345], [0.010, -0.008, 0.070], [-0.068, 0.198, 0.140], [0.258, 0.141, -0.231], [-0.050, 1.102, 0.944], [-0.205, -1.155, 0.590], [-0.923, -0.711, 0.027], [0.107, -1.159, -1.024], [1.552, 1.465, -0.199], [0.664, 0.630, -0.402], [-0.041, 0.352, 0.089], [-0.142, -0.385, -0.862], [0.048, -0.171, 0.092], [-1.020, 0.326, 0.021], [-0.415, 0.076, -0.147], [0.390, -0.272, 0.556], [-0.038, -0.555, 0.074], [0.112, -0.274, -0.478], [-0.513, 0.545, 0.624], [0.047, 0.512, -0.369], [0.231, 0.043, 0.380], [-0.330, -0.986, -0.466], [0.934, 2.045, 0.122], [-1.427, -1.312, -0.220], [-0.091, 0.126, 0.062], [0.089, -0.023, -0.023], [0.013, 0.359, -0.102], [0.446, -0.275, 0.143], [-0.449, -0.205, 0.539], [0.910, 0.262, -0.131], [-1.878, -0.605, -0.895], [0.935, 0.086, 0.651], [0.824, 0.850, 0.801], [-0.122, -0.387, 0.043], [0.047, 0.163, 0.330], [-0.002, 0.000, -0.080], [0.118, -0.134, -0.206], [-0.002, -0.139, -0.569], [0.041, 0.178, -0.032]]}

Record 2
{"formula": "C43H20N11O2S4Tc", "method": "ωB97M-V/def2-TZVPD", "gap_ha": [0.171, 0.158], "e_lumo_ev": [0.3, 0.0], "de_lowest_kj_mol": 55.3, "largest_force_ev_per_a": 2.15, "total_charge": -1, "multiplicity": 4, "energy_ev": -110945.4876, "species": ["Tc", "C", "C", "C", "C", "C", "N", "C", "C", "C", "C", "C", "C", "C", "C", "N", "C", "N", "C", "N", "C", "N", "C", "N", "C", "N", "C", "C", "C", "C", "C", "C", "C", "C", "C", "C", "C", "C", "C", "C", "N", "H", "H", "H", "H", "H", "H", "H", "H", "H", "H", "H", "H", "H", "H", "H", "H", "S", "C", "C", "N", "C", "S", "C", "N", "O", "S", "O", "N", "C", "S", "C", "C", "C", "C", "C", "C", "H", "H", "H", "H"], "coordinates": [[-0.493, 0.325, 0.419], [-4.847, 4.656, -2.104], [-5.755, 3.602, -1.973], [-5.364, 2.375, -1.480], [-4.041, 2.223, -1.081], [-3.310, 1.128, -0.506], [-3.779, -0.106, -0.424], [-3.145, -1.092, 0.153], [-3.708, -2.401, 0.419], [-4.787, -3.088, -0.112], [-5.044, -4.358, 0.378], [-4.247, -4.927, 1.368], [-3.166, -4.249, 1.903], [-2.898, -2.979, 1.420], [-1.864, -2.011, 1.724], [-1.140, -2.004, 2.814], [-0.317, -1.029, 3.151], [0.068, 0.032, 2.369], [1.028, 0.739, 3.022], [1.761, 1.730, 2.549], [1.652, 2.207, 1.338], [0.568, 1.992, 0.517], [0.371, 3.126, -0.220], [-0.757, 3.523, -0.732], [-1.883, 2.826, -0.660], [-2.055, 1.568, -0.164], [-3.129, 3.296, -1.194], [-3.525, 4.513, -1.734], [1.572, 3.942, -0.159], [1.997, 5.029, -0.899], [3.279, 5.502, -0.663], [4.093, 4.919, 0.301], [3.653, 3.858, 1.082], [2.385, 3.369, 0.832], [1.190, 0.200, 4.349], [1.978, 0.584, 5.425], [1.878, -0.155, 6.589], [1.026, -1.259, 6.679], [0.260, -1.665, 5.604], [0.342, -0.927, 4.428], [-1.943, -0.993, 0.806], [-5.193, 5.601, -2.500], [-6.783, 3.755, -2.267], [-6.059, 1.557, -1.385], [-5.387, -2.649, -0.894], [-5.869, -4.927, -0.023], [-4.472, -5.925, 1.716], [-2.530, -4.694, 2.652], [-2.813, 5.316, -1.840], [1.362, 5.454, -1.659], [3.667, 6.315, -1.262], [5.097, 5.294, 0.439], [4.279, 3.381, 1.819], [2.646, 1.427, 5.331], [2.467, 0.125, 7.454], [0.978, -1.811, 7.609], [-0.394, -2.520, 5.667], [-0.590, 0.183, -2.017], [0.326, -1.213, -2.419], [0.273, -1.612, -3.763], [0.190, -1.931, -4.864], [1.024, -1.937, -1.474], [1.108, -1.505, 0.191], [1.676, -3.119, -1.857], [2.174, -4.100, -2.191], [4.407, 1.050, 2.454], [4.090, 0.119, 1.404], [3.688, -1.193, 1.820], [3.025, 0.736, 0.307], [3.600, 0.976, -0.843], [2.798, 1.609, -2.159], [5.037, 0.658, -0.914], [5.914, 0.870, -1.968], [7.254, 0.571, -1.775], [7.709, 0.049, -0.571], [6.820, -0.198, 0.470], [5.495, 0.111, 0.274], [5.556, 1.273, -2.903], [7.961, 0.761, -2.569], [8.762, -0.162, -0.435], [7.146, -0.603, 1.417]], "atomic_forces_ev_per_a": [[0.370, -1.219, -1.727], [0.142, 0.174, -0.043], [-0.087, -0.173, 0.007], [0.010, -0.073, 0.044], [0.329, 0.661, -0.170], [-0.370, -0.706, 0.061], [-0.200, 0.544, -0.263], [0.171, -0.193, 0.011], [0.438, -0.104, 0.366], [-0.118, -0.089, 0.079], [-0.133, 0.232, -0.240], [0.233, -0.090, 0.253], [-0.101, -0.062, 0.033], [-0.252, 0.267, -0.414], [-0.423, 0.347, -0.835], [0.855, 0.188, 0.893], [-0.702, -0.734, -0.511], [0.070, 0.077, 0.259], [0.234, 0.595, -0.592], [-0.067, -0.226, 0.895], [-0.620, 0.227, -0.249], [0.622, 1.315, 0.248], [-0.372, -0.086, -0.024], [0.326, 0.364, -0.269], [0.024, -0.441, 0.185], [0.285, 0.591, -0.038], [-0.716, -0.512, -0.011], [0.046, 0.085, 0.047], [0.719, -0.106, 0.478], [-0.074, -0.009, 0.100], [-0.145, 0.018, -0.125], [0.053, -0.080, 0.208], [-0.073, -0.025, 0.077], [-0.292, 0.544, -0.523], [-0.398, -0.784, 0.500], [-0.021, 0.028, -0.199], [0.066, 0.089, 0.076], [0.031, -0.045, 0.011], [-0.110, -0.006, -0.217], [0.680, 0.628, 0.454], [-1.047, -1.023, 0.815], [0.005, 0.057, -0.048], [-0.078, 0.005, -0.041], [-0.101, -0.121, -0.005], [-0.082, 0.045, -0.040], [-0.068, -0.039, -0.051], [-0.010, -0.087, 0.023], [0.045, -0.061, 0.129], [0.056, 0.109, 0.001], [-0.062, 0.061, -0.115], [-0.003, 0.053, -0.009], [0.078, 0.033, 0.021], [0.093, -0.018, 0.074], [0.053, 0.070, 0.012], [0.028, -0.002, -0.015], [-0.015, -0.015, 0.005], [-0.056, -0.113, -0.002], [-0.182, 0.138, 0.795], [0.615, -0.412, 1.632], [0.058, -0.315, -0.749], [-0.002, -0.044, -0.252], [-1.122, 1.351, -0.586], [-0.732, 0.412, 0.036], [0.453, -0.740, -0.328], [0.153, -0.202, -0.001], [0.152, 0.239, 0.191], [0.896, -0.069, -0.629], [0.009, -0.172, 0.053], [0.781, -0.557, 1.199], [-0.479, 0.427, -1.226], [-0.063, 0.115, -0.199], [0.685, -0.341, 0.201], [-0.002, -0.034, 0.158], [0.022, 0.023, -0.047], [-0.084, -0.080, 0.205], [0.135, -0.113, 0.220], [-0.646, 0.235, -0.187], [-0.112, 0.064, -0.014], [0.059, -0.018, -0.093], [0.011, -0.033, -0.020], [0.129, -0.039, 0.056]]}